{
  "formula": "C4H8IN2",
  "method": "ωB97M-V with the def2-TZVPD basis set",
  "symbols": ["C", "C", "C", "C", "N", "N", "I", "H", "H", "H", "H", "H", "H", "H", "H"],
  "coordinates": [[1.19909, 0.30021, 0.68615], [-0.89180, -1.43399, -0.07505], [0.22571, -0.47120, -0.13836], [-0.35035, 1.96088, 0.16491], [0.44774, 0.94416, -0.43473], [0.16235, -1.51891, -1.14963], [-0.82845, -2.92017, 1.50350], [0.96677, 0.62801, 1.63779], [2.21640, 0.10902, 0.54143], [-1.93605, -1.03514, -0.41762], [-0.81539, 2.57712, -0.72450], [-1.26016, 1.73133, 0.73549], [0.28742, 2.67755, 0.68975], [0.74743, -2.34474, -0.98825], [-0.17072, -1.20412, -2.03087]],
  "forces_ev_per_a": [[-0.16, -1.57, -3.14], [-1.67, 1.62, 0.85], [-0.91, 2.09, 1.55], [-2.85, 3.32, -2.68], [1.15, -2.43, 1.24], [0.31, -0.88, 1.61], [-0.13, 0.78, -1.10], [-0.90, 0.22, 1.91], [1.49, -0.12, -0.41], [2.06, -1.21, 0.53], [0.90, -0.94, 1.62], [0.57, -0.67, 0.32], [-0.14, -0.32, 0.03], [0.07, 0.27, -0.95], [0.22, -0.16, -1.38]],
  "mulliken_charge": [-0.556, -0.491, 0.451, -0.915, -0.260, -0.137, 0.225, 0.330, 0.271, 0.425, 0.297, 0.339, 0.375, 0.343, 0.304],
  "de_lowest_kj_mol": 386.07,
  "total_charge": 1,
  "e_homo_ev": -13.9
}

---

{
  "formula": "C29H54AlBeBr2ClFMgN3O12P2S",
  "method": "ωB97M-V with the def2-TZVPD basis set",
  "symbols": ["C", "C", "O", "C", "C", "C", "C", "C", "C", "N", "C", "C", "C", "C", "N", "C", "P", "O", "O", "O", "C", "S", "C", "P", "O", "O", "O", "C", "N", "C", "C", "C", "C", "C", "C", "O", "C", "H", "H", "H", "H", "H", "H", "H", "H", "H", "H", "H", "H", "H", "H", "H", "H", "H", "H", "H", "H", "H", "H", "H", "H", "H", "H", "H", "H", "H", "H", "H", "H", "H", "H", "H", "H", "H", "H", "H", "C", "C", "O", "O", "H", "H", "H", "Al", "C", "C", "C", "O", "H", "H", "H", "H", "H", "H", "H", "H", "Br", "Br", "Mg", "C", "O", "H", "H", "H", "H", "F", "Cl", "Be"],
  "coordinates": [[-7.06295, -2.60750, -3.69596], [-5.59077, -2.86772, -3.43926], [-4.79212, -1.92917, -4.14782], [-3.54996, -1.82083, -3.50646], [-2.51921, -1.10098, -4.37851], [-1.44818, -0.53461, -3.42119], [-0.11141, -0.28409, -4.13069], [0.89898, 0.52778, -3.27226], [0.67276, 0.29410, -1.79920], [0.90923, -0.91303, -1.36981], [0.63463, -1.12588, -0.03643], [0.79817, -2.43113, 0.47570], [1.25975, -3.46228, -0.54567], [0.11254, -3.92682, -1.50734], [-1.23224, -3.74410, -1.01595], [0.50988, -2.69906, 1.82180], [0.66316, -4.39602, 2.41877], [0.16387, -5.38178, 1.47072], [2.36184, -4.73383, 2.64442], [0.03022, -4.67672, 3.81908], [0.09383, -1.60509, 2.64992], [-0.22387, -1.88033, 4.40035], [-0.04093, -0.34262, 2.14309], [-0.53087, 1.01473, 3.27660], [0.47166, 1.14711, 4.34241], [-1.96445, 0.72825, 3.82137], [-0.62648, 2.42350, 2.55300], [0.20157, -0.10362, 0.78115], [-0.04006, 1.15572, 0.32943], [0.16445, 1.32829, -0.93205], [-0.20088, 2.70140, -1.47607], [-0.70989, 3.65616, -0.37794], [0.25957, 4.70485, 0.19138], [1.44973, 4.11162, 1.00624], [1.62305, 4.58568, 2.51424], [0.46854, 4.63623, 3.19040], [0.59007, 4.28189, 4.57232], [-7.23964, -2.64422, -4.77162], [-7.67469, -3.39031, -3.24739], [-7.38693, -1.65078, -3.29172], [-5.41251, -2.81721, -2.35966], [-5.36262, -3.89187, -3.75723], [-3.13168, -2.79998, -3.22921], [-3.63566, -1.26014, -2.56192], [-2.99376, -0.29358, -4.93626], [-2.06693, -1.79532, -5.08995], [-1.35469, -1.27062, -2.62522], [-1.83853, 0.41955, -3.05611], [0.33616, -1.27480, -4.26504], [-0.24460, 0.11511, -5.13454], [0.96080, 1.58056, -3.53022], [1.88775, 0.10034, -3.45989], [1.98985, -2.93080, -1.16270], [1.81564, -4.30357, -0.09451], [0.20255, -3.30352, -2.39770], [0.26233, -4.96302, -1.81415], [-1.36107, -4.10042, -0.08017], [-1.55121, -2.79214, -1.10518], [2.44126, -5.11895, 3.53437], [0.46177, -4.19146, 4.54460], [0.81941, -1.19967, 4.91253], [-2.57048, 1.13815, 3.16136], [-1.34735, 2.45721, 1.91093], [0.60287, 3.15944, -2.05691], [-1.01620, 2.55539, -2.19170], [-1.20356, 3.13019, 0.42233], [-1.47514, 4.26668, -0.85638], [-0.33916, 5.33262, 0.91086], [0.65241, 5.32813, -0.60793], [1.41765, 3.02528, 1.03567], [2.37359, 4.37893, 0.49021], [2.24638, 3.75867, 2.91855], [2.28682, 5.57480, 2.67405], [1.04356, 3.30262, 4.71778], [1.14864, 5.03055, 5.14365], [-0.40375, 4.23893, 5.00763], [-4.40897, 1.81650, 5.89858], [-5.41071, 2.29287, 4.76545], [-6.58703, 2.10753, 5.02299], [-4.80109, 2.79498, 3.79287], [-4.92363, 1.39181, 6.75370], [-3.73628, 1.07165, 5.47897], [-3.83147, 2.67622, 6.23200], [3.03250, -4.95139, 0.86234], [5.46019, -5.90788, -3.88772], [5.01087, -4.74321, -3.01716], [5.99784, -3.59223, -3.14011], [4.91529, -5.14560, -1.66474], [6.47312, -6.24428, -3.55328], [4.76947, -6.74726, -3.79994], [5.53921, -5.62991, -4.97272], [4.01239, -4.42221, -3.32340], [6.99756, -3.88219, -2.80655], [5.69308, -2.73530, -2.54014], [6.07233, -3.29662, -4.20505], [5.79692, -5.44052, -1.38383], [8.28929, -6.23988, -2.66997], [-2.35450, 5.91818, 0.99712], [6.04068, -3.85114, -5.95743], [1.43378, 8.83655, 3.21465], [2.41230, 9.05256, 2.19900], [0.47422, 8.66335, 2.73796], [1.70166, 7.96350, 3.81609], [1.36132, 9.71536, 3.85776], [3.25300, 9.20600, 2.64254], [-3.21071, -0.23535, 1.97643], [1.67640, 6.61002, 1.41870], [-4.18153, 5.31700, 2.18393]],
  "forces_ev_per_a": [[0.14, -0.13, -0.31], [-0.95, -0.22, 0.14], [0.19, -0.34, 0.45], [0.59, 0.40, -0.26], [0.00, 0.00, 0.55], [-0.46, 0.30, -1.51], [0.14, -0.73, 0.80], [0.33, -0.47, -0.10], [0.00, -0.14, -0.50], [-0.17, 0.61, 0.70], [0.38, -0.56, -0.72], [0.19, -1.22, 0.31], [-0.44, 1.13, -0.35], [-0.31, 0.25, 0.29], [0.25, -0.36, -0.27], [0.40, 0.70, -0.35], [-1.53, -0.09, 0.03], [0.63, -0.13, -0.98], [-1.74, 0.92, 0.97], [1.16, -0.17, 0.11], [0.53, -0.45, 0.75], [0.05, -0.07, 0.19], [-0.52, 0.32, 0.34], [-0.35, -0.36, 1.56], [0.87, -0.08, -0.01], [0.85, 0.98, -0.09], [-0.32, -0.12, -0.22], [-0.40, 0.33, 1.00], [0.40, -0.97, -0.69], [-0.03, 1.16, -0.68], [-0.20, -0.15, 0.54], [0.16, 0.94, -0.97], [-0.15, -1.16, 1.27], [0.14, -0.11, 0.01], [-3.96, -3.18, -2.99], [1.26, 0.46, -0.05], [-0.14, 0.13, 1.42], [-0.12, 0.18, 0.01], [0.08, -0.03, 0.09], [0.05, 0.07, -0.08], [0.22, 0.15, -0.03], [0.27, 0.06, -0.05], [-0.17, -0.10, -0.09], [-0.29, -0.01, -0.02], [-0.03, -0.04, -0.07], [-0.05, 0.00, -0.07], [0.28, 0.31, 0.29], [-0.01, -0.17, 0.47], [0.01, 0.03, -0.17], [-0.05, 0.33, 0.11], [-0.27, 0.06, 0.02], [0.08, 0.22, -0.12], [0.25, -0.28, 0.06], [-1.80, 0.64, -1.03], [0.09, -0.08, -0.06], [0.12, -0.05, 0.15], [-0.20, 0.00, 0.01], [-0.11, 0.04, 0.27], [0.57, -0.23, -0.12], [-0.65, 0.39, 0.20], [-0.13, 0.19, -0.32], [-1.17, -1.47, 0.01], [0.03, -0.07, -0.05], [0.14, -0.09, 0.11], [0.06, -0.09, -0.04], [-0.06, -0.10, -0.26], [-0.14, -0.17, -0.04], [1.23, -0.91, -1.17], [-0.13, 0.07, -0.06], [-0.26, -0.06, 0.13], [0.16, -0.20, 0.17], [1.21, 1.14, 0.43], [0.25, 1.88, -0.69], [-0.04, -0.09, -0.36], [0.05, 0.16, -0.31], [-0.15, 0.03, -0.32], [0.27, -0.14, -0.26], [-0.97, -0.85, 2.13], [0.10, 0.46, -0.58], [1.48, 1.82, -1.83], [-0.33, 0.04, -0.17], [0.04, 0.08, -0.03], [0.07, 0.09, -0.13], [2.68, -1.62, 0.39], [-0.71, -0.14, 0.48], [0.28, -0.17, -0.06], [-0.20, -0.14, 1.05], [0.00, 0.18, -0.27], [-0.05, 0.10, -0.63], [-0.12, 0.09, -0.21], [0.28, -0.24, -0.20], [-0.06, 0.02, 0.21], [0.08, -0.14, -0.38], [-0.15, 0.18, -0.36], [0.22, 0.80, 0.24], [-0.03, -0.11, 0.05], [0.29, 0.20, 0.12], [-3.77, 0.03, 1.96], [0.18, -0.63, -0.20], [0.34, 0.48, 0.18], [-0.32, 0.25, 0.09], [-0.02, 0.06, -0.02], [-0.17, 0.01, 0.16], [-0.06, -0.08, 0.07], [0.08, 0.07, -0.15], [0.51, 0.54, -0.51], [2.17, 0.41, 2.15], [1.57, -0.74, -0.58]],
  "mulliken_charge": [-1.283, -0.150, -0.410, -0.653, -0.758, 0.673, -0.782, -1.015, -0.240, -0.111, -0.392, -0.318, -0.854, -0.499, -0.504, 1.705, 0.698, -0.648, -0.520, -0.412, -0.299, -0.419, 1.135, 1.242, -0.892, -0.226, -0.002, -1.581, 0.244, 0.883, -1.099, -1.290, -0.347, -1.264, -0.114, 0.001, -0.883, 0.305, 0.395, 0.315, 0.330, 0.283, 0.378, 0.403, 0.354, 0.353, -0.560, 0.207, 0.292, 0.475, 0.284, 0.402, 0.564, 0.571, 0.059, 0.494, 0.308, 0.165, 0.386, 0.282, 0.297, 0.197, 0.170, 0.495, 0.479, 0.271, 0.633, 0.255, 0.515, 0.131, 0.564, 0.573, 0.469, 0.402, 0.311, 0.299, -0.518, 0.542, -0.567, -0.496, 0.316, 0.042, 0.221, -0.017, 0.057, -0.090, -0.097, -0.216, -0.156, 0.328, -0.163, 0.320, 0.260, 0.362, -0.374, 0.332, -0.384, -0.123, 0.798, -0.561, -0.496, 0.247, 0.217, 0.359, 0.308, -0.786, 0.013, 0.594],
  "total_charge": 2,
  "e_homo_ev": -10.9
}

---

{
  "formula": "C5H12N3",
  "method": "ωB97M-V with the def2-TZVPD basis set",
  "symbols": ["C", "C", "C", "C", "C", "N", "N", "N", "H", "H", "H", "H", "H", "H", "H", "H", "H", "H", "H", "H"],
  "coordinates": [[-1.41784, -1.74496, 0.03188], [-1.02512, 0.41782, -0.48000], [0.37081, -0.30828, 0.35449], [-1.37809, 1.68763, 0.28449], [2.75545, 0.29752, -0.22271], [-2.02140, -0.64222, -0.40662], [-0.27359, -1.55522, 0.67243], [1.43501, -0.33430, -0.49041], [-1.88309, -2.70826, 0.04718], [-0.69676, 0.51121, -1.49603], [0.65055, 0.26252, 1.24725], [-2.22898, 2.27407, -0.06124], [-0.52263, 2.52132, 0.26170], [-1.59257, 1.35710, 1.36254], [2.96583, 1.04445, -0.95284], [2.50277, 0.88540, 0.73868], [3.56412, -0.28565, -0.00570], [-3.01079, -0.32971, -0.62216], [0.25872, -2.30992, 0.97698], [1.54760, -1.04052, -1.23991]],
  "forces_ev_per_a": [[-1.63, 0.96, 1.25], [2.24, 0.29, 2.62], [-2.74, 2.48, -1.19], [1.10, 1.20, 1.19], [-4.22, 2.86, 2.52], [0.24, 0.48, -0.25], [-1.10, 0.26, -1.66], [3.44, -1.51, -2.29], [-0.33, -0.37, -0.04], [0.14, 0.40, -0.53], [-0.41, -0.07, -0.11], [-0.29, -0.41, -0.24], [-1.49, -2.23, 0.16], [0.38, 0.81, -1.38], [0.28, 0.34, -0.71], [0.95, -0.59, -1.30], [1.88, -2.08, 0.28], [1.53, -1.78, 0.20], [0.95, -1.66, 0.63], [-0.93, 0.64, 0.83]],
  "mulliken_charge": [-0.167, 0.124, -0.247, -1.248, -0.801, -0.181, -0.099, -0.297, 0.441, 0.308, 0.414, 0.409, 0.291, 0.349, 0.312, 0.239, 0.342, 0.327, 0.230, 0.254],
  "de_lowest_kj_mol": 204.52,
  "total_charge": 1,
  "e_homo_ev": -12.7
}

---

{
  "formula": "C14H27BF3N3O",
  "method": "ωB97M-V with the def2-TZVPD basis set",
  "symbols": ["N", "C", "C", "B", "C", "C", "O", "C", "C", "F", "F", "F", "H", "H", "H", "H", "H", "H", "H", "H", "H", "H", "H", "H", "H", "C", "C", "C", "C", "N", "H", "H", "H", "H", "H", "H", "H", "C", "C", "C", "C", "N", "H", "H", "H", "H", "H", "H", "H"],
  "coordinates": [[1.61873, 0.82377, -2.00216], [0.96485, 0.49630, -0.73666], [1.25163, -0.99918, -0.32207], [1.16349, -1.04004, 1.24775], [2.48650, -1.33357, 2.06276], [2.24027, -2.13877, 3.35302], [3.30885, -2.02736, 4.27629], [4.45293, -2.69993, 3.86984], [5.53683, -2.38030, 4.86717], [6.69822, -2.84111, 4.45232], [5.66220, -1.06070, 4.95239], [5.27667, -2.79965, 6.07659], [2.60227, 0.99716, -1.84670], [1.54042, 0.02883, -2.62265], [-0.11337, 0.55818, -0.82656], [1.30117, 1.11713, 0.08290], [2.23534, -1.30749, -0.66542], [0.51390, -1.64933, -0.79241], [0.11636, -0.80637, 1.76696], [3.00680, -0.43081, 2.38043], [3.15184, -1.91181, 1.42648], [1.97109, -3.17520, 3.14130], [1.37488, -1.69022, 3.82479], [4.31494, -3.77970, 3.76856], [4.84474, -2.34988, 2.91513], [-3.92648, 3.78478, 0.31250], [-3.86933, 2.32397, -0.12104], [-3.31092, 1.39837, 0.96255], [-1.90478, 1.66814, 1.24747], [-0.79307, 1.86982, 1.44751], [-2.92841, 4.18167, 0.50416], [-4.38158, 4.39482, -0.46819], [-4.52145, 3.90167, 1.22036], [-3.26926, 2.23587, -1.02894], [-4.87813, 1.98939, -0.37243], [-3.40342, 0.36090, 0.63649], [-3.89397, 1.49681, 1.88032], [-2.12727, 1.56690, -4.72811], [-1.88087, 0.07896, -4.94990], [-2.64729, -0.80745, -3.96269], [-2.17843, -0.63212, -2.59068], [-1.80192, -0.49861, -1.51398], [-1.76066, 1.88943, -3.75194], [-1.60871, 2.15358, -5.48573], [-3.19210, 1.80158, -4.79065], [-0.81094, -0.12574, -4.88223], [-2.19211, -0.18649, -5.96199], [-2.52462, -1.85562, -4.24145], [-3.71589, -0.59060, -4.01144]],
  "forces_ev_per_a": [[-0.26, 0.54, 0.15], [0.36, -1.65, -0.11], [-0.32, 0.32, 0.72], [0.39, -0.05, -0.65], [-0.43, -1.08, 0.45], [-0.43, 1.00, -0.44], [-0.28, -0.38, 0.09], [0.23, -0.11, -0.25], [-1.05, 0.82, -0.94], [1.16, -0.90, -0.17], [0.22, 1.19, 0.04], [-0.08, -0.96, 1.34], [0.08, -0.07, -0.10], [0.09, 0.00, -0.06], [0.23, 0.47, 0.09], [0.06, 0.67, -0.22], [0.24, 0.05, -0.14], [-0.16, 0.00, -0.11], [0.02, -0.08, 0.21], [-0.04, 0.35, -0.16], [0.33, 0.17, -0.25], [0.26, -0.25, 0.01], [-0.08, 0.01, 0.46], [-0.07, -0.16, 0.25], [-0.06, 0.18, -0.23], [0.04, -0.02, -0.06], [-0.10, 0.29, -0.02], [-0.24, -0.14, -0.23], [0.01, -0.08, 0.06], [-0.06, 0.15, 0.13], [0.00, -0.02, 0.04], [0.00, 0.02, 0.02], [0.01, 0.01, 0.00], [0.03, -0.10, 0.04], [0.03, -0.10, 0.03], [0.16, -0.01, 0.03], [0.08, 0.07, 0.05], [0.04, -0.03, 0.05], [-0.01, 0.30, -0.10], [0.15, -0.08, -0.34], [-0.11, -0.06, 0.08], [-0.41, -0.13, -0.12], [0.00, -0.01, 0.00], [-0.01, 0.02, 0.02], [0.00, 0.00, 0.00], [-0.02, -0.08, 0.04], [-0.02, -0.10, 0.04], [0.00, -0.03, 0.14], [0.00, 0.05, 0.11]],
  "mulliken_charge": [-0.672, -0.014, -0.752, 0.327, -0.399, -0.706, -0.358, -0.612, 0.919, -0.275, -0.277, -0.263, 0.247, 0.252, -0.210, 0.481, 0.368, 0.314, -0.179, 0.294, 0.249, 0.344, 0.322, 0.361, 0.289, -1.269, -0.131, -0.491, 0.257, -0.469, 0.349, 0.367, 0.311, 0.058, 0.348, 0.248, 0.428, -1.081, -0.384, -0.471, 0.212, -0.416, 0.256, 0.336, 0.320, 0.279, 0.319, 0.287, 0.286],
  "e_homo_ev": -8.6
}